Record 1
61
Properties=species:S:1:pos:R:3:forces:R:3 method="wB97M-V/def2-TZVPD" smiles="CC[C@H](C)[C@H](NC(C)=O)C(=O)NC.O=C(COc1ccc(F)cc1)N1CCCC1" homo_lumo_gap_ha=0.332
F 3.18716 3.96851 -3.69259 -0.07 -0.02 0.24
O -2.43288 -1.24276 -0.45020 0.41 -0.35 0.10
O -2.28812 -4.00956 -2.88857 0.23 0.34 0.29
O 0.30968 3.71054 4.08130 0.01 -0.47 -0.63
O 1.39160 3.60517 1.53806 -0.58 -0.40 0.55
N -0.96452 1.86066 3.93007 1.26 0.56 -1.65
N -1.94171 -0.43351 -2.43352 0.50 0.67 -1.19
N -0.31092 -2.93989 -2.77152 0.87 1.15 0.96
C -2.74778 1.08333 5.22054 -0.20 -0.06 0.07
C 0.57508 -1.00847 0.45024 -0.21 -0.21 -0.46
C -2.29409 -0.03108 4.28434 -0.21 -0.36 0.07
C -1.17663 -0.18557 -3.65449 -0.28 -0.38 0.25
C 1.79858 3.62360 0.22684 -0.24 -0.48 -0.35
C 1.72210 -3.86950 0.17757 -0.01 0.40 -0.36
C -1.70286 -1.29217 -1.43303 -0.47 -0.44 1.06
C -1.45469 0.68056 3.23122 -0.18 -0.11 -0.11
C 0.49945 2.56015 1.97264 0.08 -0.09 -0.42
C 3.11317 4.79307 -1.45627 -0.18 -0.25 0.02
C -1.19324 -3.74682 -3.36239 -1.48 -1.10 -0.49
C 2.64267 4.67456 -0.14317 0.08 -0.05 -0.38
C 1.90081 2.79910 -2.06577 0.33 0.45 -0.09
C 1.43158 2.67881 -0.75233 0.24 0.40 0.13
C -0.53807 -2.31214 -1.45580 0.24 -0.08 -0.42
C 2.74063 3.85578 -2.42175 -0.46 -0.22 1.07
C -1.57808 2.05800 5.23591 -0.03 0.17 0.26
C 1.93994 -2.71285 -0.80939 -0.36 -0.20 0.03
C -0.03961 2.75490 3.39753 -0.30 1.07 1.78
C 0.77753 -1.69446 -0.91367 0.22 -0.07 0.33
C -0.78286 -4.34540 -4.68699 0.03 0.00 0.10
H 3.76771 5.61376 -1.73261 -0.08 -0.10 0.04
H -2.98614 0.71176 6.22190 -0.03 0.12 -0.17
H 0.13374 -4.91849 -4.55985 0.14 0.01 -0.18
H -0.36491 2.51376 1.30551 -0.03 -0.11 -0.13
H 0.57272 -2.79108 -3.22866 0.01 0.06 0.04
H 1.02586 1.60398 1.93779 -0.03 -0.15 -0.12
H -1.39263 -0.95952 -4.39256 0.15 0.08 -0.13
H -3.63513 1.57692 4.81086 0.07 -0.05 0.08
H 2.84123 -2.17850 -0.50523 -0.01 0.16 -0.11
H -1.57813 -5.00615 -5.03226 0.11 0.14 0.09
H -1.92807 3.08589 5.38295 0.36 -0.12 -0.12
H 1.09691 -0.92203 -1.61450 0.08 0.13 -0.19
H 1.53166 -0.65160 0.83402 0.04 -0.04 -0.02
H 0.83833 -4.44391 -0.09832 -0.02 -0.11 0.13
H 2.92675 5.40502 0.60895 -0.05 -0.12 -0.12
H -2.07539 0.96570 2.37464 0.09 -0.09 -0.07
H 0.13870 -1.70907 1.16367 -0.02 0.11 0.05
H -1.46495 0.78050 -4.07209 0.03 -0.09 0.15
H -0.86892 1.80807 6.03233 0.00 0.16 -0.04
H -0.64138 0.03419 2.88800 -0.04 0.16 -0.10
H -2.77051 0.12402 -2.29118 0.07 -0.10 0.11
H 0.78174 1.84614 -0.51759 0.02 0.04 0.05
H -1.67354 -0.74742 4.83276 -0.08 0.04 -0.08
H -3.13892 -0.56802 3.84133 0.24 0.00 0.08
H -0.10806 -0.16779 -3.44297 0.00 0.01 -0.09
H 1.61063 -3.49056 1.19318 -0.06 -0.13 0.03
H 2.14322 -3.13437 -1.79430 0.11 -0.02 -0.08
H 1.61551 2.07645 -2.82292 0.00 0.04 0.08
H -0.09701 -0.15803 0.35152 -0.11 0.01 0.13
H -0.63146 -3.54889 -5.41190 0.16 -0.01 -0.18
H -0.84138 -3.10204 -0.76781 -0.27 0.12 0.01
H 2.58796 -4.53125 0.15050 -0.06 -0.04 0.06



Record 2
59
Properties=species:S:1:pos:R:3:forces:R:3 method="wB97M-V/def2-TZVPD" total_charge=+1 homo_lumo_gap_ha=0.288
F 4.14169 1.16369 -1.17664 -0.20 -0.09 -0.11
O -3.49544 1.53727 -4.19606 0.41 -0.19 0.54
N 2.13549 0.07379 -1.36010 -0.64 0.25 1.79
N -0.06721 -0.83351 -1.49000 1.20 -0.38 -0.39
N -2.28805 0.46563 -2.50904 -0.54 -0.09 -0.22
N 1.66073 -2.04466 -0.49549 0.01 0.31 -0.27
C 3.20322 -3.58863 2.96154 -0.04 0.06 -0.08
C 1.28307 -0.93439 -1.10399 -0.03 0.15 -0.24
C -4.33283 1.34711 -1.33885 -0.35 -0.42 0.02
C -2.56989 5.22658 2.91291 -0.01 -0.01 0.00
C -3.51477 0.13655 -1.74346 0.07 0.10 0.48
C 4.14085 -3.73828 1.94678 -0.11 0.12 -0.10
C 3.35372 0.25034 -0.53892 0.25 -0.36 0.03
C 4.49571 -5.00561 1.50350 -0.01 0.00 -0.06
C -2.52904 1.51576 -3.47375 -0.29 0.32 -0.65
C -2.98730 2.85892 2.95200 0.00 -0.03 0.00
C -1.47533 2.58846 -3.52952 0.34 -0.54 -0.20
C 2.97647 -5.97682 3.09448 0.01 0.01 -0.01
C 3.91565 -6.12488 2.08195 -0.02 0.00 0.00
C -3.23598 4.13149 3.44559 0.00 0.01 0.00
C -1.75952 -0.73633 -3.19643 0.40 0.27 0.74
C 2.61857 -4.71025 3.53352 -0.04 -0.01 0.01
C -1.65858 5.05161 1.88138 0.02 0.02 -0.02
C 3.06339 0.72852 0.87070 0.24 -0.08 -0.24
C -0.25958 -0.79900 -2.96073 -0.55 0.42 -0.14
C -1.41128 3.77943 1.38574 0.00 -0.04 0.00
C -2.07245 2.68346 1.92366 0.03 -0.01 -0.06
H 2.93163 -2.59953 3.31171 0.03 0.00 0.05
H 3.92566 0.50626 1.49004 0.14 0.10 0.11
H -2.00199 -0.76086 -4.25509 -0.06 -0.02 -0.16
H -3.94998 4.27020 4.24625 0.00 0.00 0.01
H -0.70154 3.64380 0.57790 0.01 0.02 -0.01
H 0.19100 0.09935 -3.38013 0.29 -0.07 -0.22
H 1.17684 -2.89352 -0.73882 -0.48 -0.03 0.55
H 0.16510 -1.68194 -3.42606 0.17 -0.15 0.06
H -3.17383 -0.34654 -0.82780 0.16 -0.17 0.03
H 2.34201 -2.07313 0.24486 0.57 -0.25 -0.29
H -1.87618 1.68917 1.53867 -0.03 -0.02 0.00
H -5.07186 1.00943 -0.61689 -0.04 0.02 0.20
H -0.49276 2.14557 -3.37272 0.11 -0.01 0.10
H 1.64685 0.96332 -1.43968 0.08 0.00 -0.53
H 5.22508 -5.12034 0.71237 0.03 0.00 0.02
H -0.40191 0.05022 -1.10678 -0.52 0.00 -0.15
H 2.52459 -6.85110 3.54319 0.00 -0.01 0.01
H -4.15088 -0.59202 -2.24439 -0.05 0.04 -0.35
H -1.14234 5.90624 1.46442 0.00 0.01 0.00
H 4.60292 -2.86231 1.50183 0.09 -0.01 0.06
H -1.47729 3.04801 -4.50889 -0.17 0.31 -0.04
H 4.19630 -7.11372 1.74529 0.00 -0.01 0.00
H -3.50641 2.00544 3.36806 0.00 0.00 0.01
H -2.18942 -1.60197 -2.70338 -0.20 -0.18 -0.11
H -3.73565 2.11680 -0.85945 0.12 0.18 -0.05
H 2.20776 0.22332 1.31023 -0.18 0.00 0.01
H -2.76212 6.21763 3.30140 -0.01 0.01 0.00
H 2.91861 1.80367 0.85655 -0.20 0.13 0.08
H 1.88841 -4.59721 4.32368 0.01 0.00 0.02
H -1.62373 3.31629 -2.73792 -0.17 0.14 0.08
H 3.88510 -0.69975 -0.52350 0.04 -0.12 -0.20
H -4.90122 1.73295 -2.17571 0.10 0.31 -0.12



Record 3
59
Properties=species:S:1:pos:R:3:forces:R:3 method="wB97M-V/def2-TZVPD" smiles="COc1ccc(OC)c(NC(=O)[C@H](CC(C)C)NC(=O)C2CCCCC2)c1" homo_lumo_gap_ha=0.306
O -1.78844 1.85681 -2.25270 -0.05 -0.33 0.36
O 1.25174 0.61075 -1.93174 -0.20 0.11 -0.40
O -5.43686 0.85833 1.77491 -0.01 0.19 -0.17
O -1.25550 -1.60095 1.13546 -0.14 -0.07 0.19
N 1.55628 -0.62850 -0.08458 -0.08 -0.30 0.20
N -1.31652 -0.15896 -0.63809 -0.12 0.37 -0.46
C -1.94792 2.94198 -3.12910 0.02 0.15 -0.17
C 0.45296 -4.15535 -0.79990 -0.03 -0.08 0.27
C 4.47754 2.61840 1.81190 0.07 0.24 -0.23
C 2.79816 1.44774 -0.29031 -0.13 -0.17 0.09
C 1.80226 0.45034 -0.85655 0.46 0.31 0.17
C 4.13021 0.80924 0.10993 0.11 0.25 -0.23
C 0.95912 -3.00442 0.07645 -0.09 0.03 -0.27
C -5.23367 -0.21061 2.66804 0.02 -0.13 0.12
C -2.72665 1.65970 -1.27310 -0.01 -0.10 0.13
C 0.94661 -5.48449 -0.23136 -0.01 0.23 -0.22
C -0.78799 -1.15286 0.10813 0.40 -0.14 -0.28
C 0.56816 -1.62841 -0.45641 -0.02 -0.18 0.13
C -4.50887 1.06665 0.79735 0.04 0.27 -0.32
C -3.86614 2.42532 -1.08650 0.19 -0.07 -0.11
C -1.07002 -4.15840 -0.89583 0.23 -0.01 -0.08
C 3.14268 3.24716 1.42280 -0.04 -0.21 0.26
C -3.36834 0.29060 0.61991 -0.19 -0.10 0.25
C -4.74881 2.13366 -0.06172 -0.10 -0.20 0.29
C 5.08817 1.88148 0.62321 -0.04 -0.21 0.27
C 2.17944 2.18273 0.90494 0.07 0.30 -0.19
C -2.47932 0.58229 -0.40359 -0.17 0.28 -0.08
H -4.30393 -0.09171 3.23290 -0.02 -0.02 -0.02
H -5.63508 2.72938 0.08411 -0.11 0.08 0.02
H -2.85906 2.84504 -3.72895 0.03 0.01 0.04
H 2.04866 -3.06132 0.13546 0.01 0.04 0.00
H -6.07934 -0.18501 3.35375 0.08 -0.05 -0.02
H 5.29671 2.59461 -0.17709 0.06 0.03 -0.06
H 0.54921 -3.11232 1.08378 0.07 -0.03 0.04
H 5.16396 3.39201 2.16120 0.01 -0.03 0.09
H 1.96066 1.47341 1.70750 -0.05 -0.04 0.05
H -1.07798 2.91334 -3.78317 -0.08 0.07 0.00
H 0.86910 -4.03215 -1.80698 0.01 0.02 0.03
H -5.21800 -1.17265 2.14651 0.02 0.02 0.02
H -0.77142 0.18526 -1.42639 0.12 -0.19 0.10
H 0.62444 -6.31102 -0.86018 -0.02 -0.13 -0.03
H -3.14423 -0.54145 1.26346 0.00 -0.03 0.04
H -1.41117 -5.03106 -1.44858 -0.08 -0.05 -0.09
H 1.92226 -0.67924 0.85208 0.08 0.07 -0.04
H 3.97600 0.06751 0.89725 0.00 -0.08 0.03
H 4.56604 0.29822 -0.75105 -0.02 -0.10 0.03
H 4.32181 1.91540 2.63392 0.02 -0.02 0.08
H -1.50978 -4.18230 0.09810 -0.09 0.00 0.12
H 0.54618 -5.63809 0.76821 -0.05 -0.05 0.15
H 6.03398 1.42113 0.91604 0.04 0.04 -0.07
H -1.43399 -3.26958 -1.40553 -0.15 0.09 -0.07
H 0.52981 -1.62806 -1.55118 -0.02 -0.02 0.14
H 1.23694 2.64439 0.60243 -0.07 -0.06 0.04
H 2.70309 3.75296 2.28473 -0.01 0.08 -0.05
H -1.96690 3.89528 -2.59076 -0.01 -0.04 -0.01
H 2.03290 -5.50177 -0.17424 0.12 -0.05 0.04
H -4.08088 3.25778 -1.73713 0.02 0.07 -0.09
H 3.30796 3.99476 0.64406 -0.02 0.09 -0.02
H 2.98378 2.17699 -1.08581 -0.08 -0.11 0.01



LUMO level for every record listed, in sequence, given in Eh: 0.013 -0.136 0.028.